[1]
{
  "formula": "C19H24ClFN4NaS",
  "method": "ωB97M-V with the def2-TZVPD basis set",
  "species": ["C", "C", "C", "C", "C", "N", "C", "C", "C", "C", "C", "C", "C", "C", "N", "N", "F", "C", "C", "C", "Cl", "C", "C", "N", "C", "S", "H", "H", "H", "H", "H", "H", "H", "H", "H", "H", "H", "H", "H", "H", "H", "H", "H", "H", "H", "H", "H", "H", "H", "H", "Na"],
  "xyz": [[3.414, -1.965, -0.234], [2.081, -2.806, -0.571], [0.978, -1.775, -1.086], [1.163, -1.266, -2.571], [2.361, -1.713, -3.528], [2.289, -3.138, -3.998], [0.122, -0.263, -3.122], [-1.029, 0.236, -2.225], [-1.257, -0.211, -0.727], [-0.228, -1.248, -0.213], [-0.347, -1.844, 1.254], [0.380, -0.772, 2.258], [-0.248, -0.764, 3.739], [0.743, -1.268, 4.895], [1.997, -0.475, 5.035], [-2.407, 0.357, -0.046], [-2.529, 0.099, 1.280], [-2.534, 1.836, -0.159], [-2.773, 2.751, 1.097], [-2.952, 4.310, 0.973], [-3.272, 5.262, 2.520], [-2.874, 5.035, -0.411], [-2.638, 4.149, -1.663], [-2.528, 4.744, -3.014], [-2.489, 2.614, -1.530], [-2.190, 1.488, -2.995], [3.416, -0.945, -0.780], [3.438, -1.746, 0.887], [4.327, -2.573, -0.576], [2.346, -3.473, -1.479], [1.740, -3.518, 0.248], [2.327, -1.009, -4.442], [3.366, -1.503, -3.005], [3.171, -3.570, -3.651], [1.559, -3.659, -3.467], [0.238, 0.112, -4.201], [-1.434, -2.013, 1.611], [0.192, -2.832, 1.430], [0.477, 0.269, 1.796], [1.464, -1.169, 2.361], [-0.520, 0.337, 3.975], [-1.197, -1.419, 3.741], [0.998, -2.395, 4.832], [0.166, -1.138, 5.892], [2.815, -0.943, 4.630], [1.896, 0.495, 4.712], [-2.866, 2.342, 2.162], [-3.000, 6.164, -0.404], [-3.317, 5.370, -3.222], [-1.633, 5.268, -3.097], [-3.202, 0.174, -4.910]],
  "max_force_ev_per_a": 5.4,
  "orbital_gap_ev": 6.5158,
  "e_lumo_ev": -4.20,
  "charge": 1,
  "molar_mass_g_mol": 417.94
}

[2]
{
  "formula": "C5H11N",
  "method": "ωB97M-V with the def2-TZVPD basis set",
  "species": ["C", "C", "C", "H", "H", "H", "H", "H", "H", "C", "C", "N", "H", "H", "H", "H", "H"],
  "xyz": [[1.723, 1.871, -0.606], [0.401, 1.454, -0.070], [0.158, 1.420, 1.263], [1.852, 2.959, -0.607], [2.488, 1.486, 0.070], [1.953, 1.469, -1.583], [-0.489, 1.291, -0.674], [-0.529, 0.685, 1.696], [0.196, 2.277, 1.939], [-0.978, -2.022, 1.025], [-0.590, -2.162, -0.245], [-0.954, -1.330, -1.311], [-1.712, -1.295, 1.352], [-0.690, -2.770, 1.758], [-0.182, -3.071, -0.668], [-1.286, -0.390, -1.281], [-1.361, -1.872, -2.057]],
  "max_force_ev_per_a": 2.2,
  "orbital_gap_ev": 9.1834,
  "de_lowest_kcal_mol": 81.0,
  "e_lumo_ev": 0.95,
  "molar_mass_g_mol": 85.15
}

[3]
{
  "formula": "C5H9NO2Se",
  "method": "ωB97M-V with the def2-TZVPD basis set",
  "species": ["C", "C", "C", "C", "C", "N", "O", "O", "Se", "H", "H", "H", "H", "H", "H", "H", "H", "H"],
  "xyz": [[-2.081, 0.710, 0.175], [-0.969, -1.207, -1.188], [-0.969, 0.335, -0.853], [0.922, -0.365, 0.793], [2.388, -0.120, 0.970], [0.319, 0.655, -0.346], [-1.770, 1.694, 0.970], [-3.147, 0.184, -0.022], [0.306, -2.176, -0.094], [-2.016, -1.445, -0.964], [-0.533, -1.422, -2.195], [-1.044, 0.950, -1.726], [0.375, -0.300, 1.729], [2.823, -0.620, 1.862], [2.383, 1.010, 0.990], [3.018, -0.627, 0.201], [0.865, 0.834, -1.180], [-0.871, 1.910, 0.877]],
  "max_force_ev_per_a": 4.3,
  "orbital_gap_ev": 9.1082,
  "de_lowest_kcal_mol": 25.3,
  "e_lumo_ev": 0.60,
  "molar_mass_g_mol": 194.09
}

[4]
{
  "formula": "C34H44N5O2Tl",
  "method": "ωB97M-V with the def2-TZVPD basis set",
  "species": ["Tl", "N", "N", "C", "O", "O", "H", "H", "H", "C", "C", "C", "C", "C", "C", "C", "C", "C", "C", "C", "C", "N", "C", "C", "N", "C", "C", "C", "C", "C", "C", "C", "C", "C", "C", "C", "C", "H", "H", "H", "H", "H", "H", "H", "H", "H", "H", "H", "H", "H", "H", "H", "H", "H", "H", "H", "H", "H", "H", "H", "H", "H", "H", "H", "H", "H", "H", "H", "H", "H", "H", "H", "H", "N", "C", "C", "C", "C", "C", "C", "C", "H", "H", "H", "H", "H"],
  "xyz": [[-0.574, 0.142, -1.422], [-3.203, 1.583, -0.563], [-3.922, 0.737, 0.296], [-3.216, -0.243, 1.046], [-3.697, -0.560, 2.129], [-2.149, -0.706, 0.504], [-2.940, 2.443, -0.093], [-3.776, 1.811, -1.365], [-4.667, 1.166, 0.823], [-0.829, -2.957, -2.946], [-1.138, -3.324, -1.486], [-2.323, -4.290, -1.436], [0.122, -3.872, -0.849], [0.462, -5.201, -1.063], [1.623, -5.741, -0.538], [2.471, -4.937, 0.198], [2.166, -3.604, 0.451], [3.159, -2.755, 1.230], [3.562, -3.420, 2.549], [4.393, -2.484, 0.361], [0.978, -3.067, -0.076], [0.684, -1.698, 0.143], [0.346, -1.359, 1.320], [0.134, 0.001, 1.859], [0.523, 1.105, 1.355], [0.374, 2.239, 2.180], [0.584, 2.201, 3.583], [0.183, 3.303, 4.338], [-0.342, 4.446, 3.772], [-0.360, 4.542, 2.392], [0.014, 3.474, 1.591], [0.125, 3.740, 0.102], [1.461, 4.451, -0.156], [-1.033, 4.569, -0.481], [1.355, 1.164, 4.419], [0.433, 0.287, 5.281], [2.428, 0.336, 3.708], [-1.678, -2.445, -3.404], [-0.624, -3.864, -3.520], [0.051, -2.315, -3.015], [-1.446, -2.437, -0.932], [-2.178, -5.140, -2.104], [-3.228, -3.770, -1.754], [-2.485, -4.661, -0.424], [-0.198, -5.828, -1.646], [1.864, -6.783, -0.708], [3.385, -5.364, 0.592], [2.704, -1.795, 1.461], [4.127, -4.335, 2.367], [2.682, -3.678, 3.141], [4.192, -2.751, 3.139], [4.859, -3.424, 0.060], [5.128, -1.890, 0.908], [4.107, -1.935, -0.538], [0.218, -2.130, 2.086], [-0.352, -0.015, 2.833], [0.316, 3.265, 5.414], [-0.665, 5.273, 4.390], [-0.668, 5.470, 1.926], [0.184, 2.797, -0.427], [1.519, 5.385, 0.406], [1.565, 4.676, -1.221], [2.292, 3.812, 0.145], [-0.789, 5.632, -0.498], [-1.953, 4.456, 0.093], [-1.236, 4.261, -1.508], [1.912, 1.787, 5.126], [-0.031, -0.516, 4.709], [-0.368, 0.885, 5.715], [1.000, -0.166, 6.096], [2.027, -0.513, 3.160], [3.123, -0.056, 4.453], [2.992, 0.953, 3.006], [2.175, 0.955, -1.680], [3.019, 1.229, -2.412], [4.042, 1.584, -3.345], [4.828, 0.597, -3.938], [5.765, 0.952, -4.892], [5.923, 2.283, -5.254], [5.152, 3.268, -4.652], [4.213, 2.924, -3.696], [4.698, -0.437, -3.650], [6.367, 0.187, -5.365], [6.651, 2.553, -6.007], [5.276, 4.304, -4.936], [3.610, 3.682, -3.215]],
  "max_force_ev_per_a": 0.8,
  "orbital_gap_ev": 7.8134,
  "de_lowest_kcal_mol": 13.9,
  "e_lumo_ev": -0.18,
  "molar_mass_g_mol": 759.14
}

[5]
{
  "formula": "C3H12O4",
  "method": "ωB97M-V with the def2-TZVPD basis set",
  "species": ["C", "O", "C", "C", "H", "H", "H", "H", "H", "H", "H", "H", "O", "H", "H", "O", "H", "H", "O"],
  "xyz": [[-1.221, -0.900, 1.497], [-0.087, -1.680, 0.838], [-1.239, 0.450, 0.740], [-0.324, 1.391, 1.109], [-1.019, -1.082, 2.570], [-2.217, -1.371, 1.391], [-0.490, -2.455, 0.307], [-2.022, 0.814, 0.107], [0.200, 2.036, 0.305], [0.196, 1.457, 2.064], [-1.027, 0.457, -2.180], [-1.288, -0.580, -1.138], [-1.132, -0.487, -2.133], [1.788, 0.960, -1.677], [1.159, 0.662, -3.012], [1.162, 1.333, -2.338], [1.797, -0.292, 0.778], [3.209, -0.694, 0.496], [2.553, -0.019, 0.276]],
  "max_force_ev_per_a": 4.3,
  "orbital_gap_ev": 10.1541,
  "de_lowest_kcal_mol": 61.2,
  "e_lumo_ev": 0.45,
  "molar_mass_g_mol": 112.12
}

[6]
{
  "formula": "C14H39BFO12P4",
  "method": "ωB97M-V with the def2-TZVPD basis set",
  "species": ["O", "P", "O", "O", "P", "B", "F", "C", "C", "O", "H", "H", "H", "H", "H", "H", "H", "H", "H", "O", "P", "O", "C", "C", "O", "C", "C", "O", "C", "C", "H", "H", "H", "H", "H", "H", "H", "H", "H", "H", "H", "H", "H", "H", "H", "O", "P", "O", "C", "C", "O", "C", "C", "O", "C", "C", "H", "H", "H", "H", "H", "H", "H", "H", "H", "H", "H", "H", "H", "H", "H"],
  "xyz": [[-2.591, -7.164, 4.815], [-1.667, -5.950, 4.307], [-0.797, -5.193, 5.644], [-0.416, -6.715, 3.310], [-2.716, -4.539, 3.016], [-4.246, -3.755, 3.859], [-5.181, -3.214, 2.796], [-5.152, -4.797, 4.762], [-5.972, -5.924, 3.899], [-5.136, -6.810, 3.073], [-1.372, -5.233, 6.474], [0.090, -5.912, 2.948], [-1.773, -3.442, 2.793], [-3.847, -2.810, 4.478], [-5.980, -4.125, 5.299], [-4.504, -5.243, 5.654], [-6.709, -5.348, 3.180], [-6.620, -6.579, 4.658], [-5.158, -6.544, 2.095], [-1.421, -2.410, -0.005], [-1.277, -1.797, -1.419], [0.291, -2.297, -1.597], [0.519, -3.669, -1.866], [0.211, -3.997, -3.313], [-0.986, -0.275, -0.817], [-1.795, 0.218, 0.243], [-0.987, 0.228, 1.528], [-1.117, -1.113, -3.000], [-0.401, 0.076, -3.311], [1.103, -0.035, -3.142], [-0.073, -4.294, -1.190], [1.574, -3.869, -1.662], [-0.854, -3.861, -3.524], [0.479, -5.033, -3.540], [0.761, -3.334, -3.989], [-2.713, -0.369, 0.351], [-2.094, 1.241, -0.011], [-0.558, -0.756, 1.745], [-1.606, 0.534, 2.377], [-0.144, 0.922, 1.443], [-0.807, 0.934, -2.768], [-0.603, 0.275, -4.370], [1.383, -0.090, -2.087], [1.602, 0.841, -3.569], [1.490, -0.931, -3.636], [2.183, 3.587, -2.847], [2.021, 4.697, -1.779], [3.227, 5.637, -2.414], [2.947, 6.354, -3.603], [2.097, 7.574, -3.313], [2.921, 3.860, -0.659], [2.686, 2.470, -0.479], [3.841, 1.685, -1.077], [1.840, 5.937, -0.587], [2.724, 6.162, 0.504], [4.099, 6.663, 0.105], [2.457, 5.703, -4.335], [3.905, 6.667, -4.026], [1.109, 7.282, -2.943], [1.963, 8.177, -4.216], [2.559, 8.196, -2.539], [1.728, 2.167, -0.913], [2.630, 2.276, 0.597], [4.013, 1.954, -2.124], [3.653, 0.609, -1.020], [4.770, 1.907, -0.543], [2.786, 5.279, 1.149], [2.250, 6.939, 1.114], [4.683, 5.880, -0.384], [4.659, 6.988, 0.988], [4.025, 7.505, -0.589]],
  "max_force_ev_per_a": 9.7,
  "orbital_gap_ev": 3.3777,
  "e_lumo_ev": -1.11,
  "charge": -1,
  "molar_mass_g_mol": 553.16
}

Please write out number 2 again, unchanged.
{
  "formula": "C5H11N",
  "method": "ωB97M-V with the def2-TZVPD basis set",
  "species": ["C", "C", "C", "H", "H", "H", "H", "H", "H", "C", "C", "N", "H", "H", "H", "H", "H"],
  "xyz": [[1.723, 1.871, -0.606], [0.401, 1.454, -0.070], [0.158, 1.420, 1.263], [1.852, 2.959, -0.607], [2.488, 1.486, 0.070], [1.953, 1.469, -1.583], [-0.489, 1.291, -0.674], [-0.529, 0.685, 1.696], [0.196, 2.277, 1.939], [-0.978, -2.022, 1.025], [-0.590, -2.162, -0.245], [-0.954, -1.330, -1.311], [-1.712, -1.295, 1.352], [-0.690, -2.770, 1.758], [-0.182, -3.071, -0.668], [-1.286, -0.390, -1.281], [-1.361, -1.872, -2.057]],
  "max_force_ev_per_a": 2.2,
  "orbital_gap_ev": 9.1834,
  "de_lowest_kcal_mol": 81.0,
  "e_lumo_ev": 0.95,
  "molar_mass_g_mol": 85.15
}

Q: Number 1 is which compound?
A: C19H24ClFN4NaS